1) {"formula": "C18H20N2OS", "method": "ωB97M-V with the def2-TZVPD basis set", "smiles": "COc1c(C)cnc(/C=C/[C@]2(C)Nc3ccccc3S2)c1C", "gap_ev": 7.715, "lumo_energy_ev": 0.47, "multiplicity": 1, "symbols": ["N", "O", "S", "C", "C", "C", "C", "C", "C", "C", "C", "C", "C", "C", "C", "C", "N", "C", "C", "C", "C", "C", "H", "H", "H", "H", "H", "H", "H", "H", "H", "H", "H", "H", "H", "H", "H", "H", "H", "H", "H", "H"], "coordinates": [[-2.440, 0.921, -0.107], [-3.134, -2.536, -2.296], [1.766, 0.158, 2.902], [-0.261, 0.229, 0.556], [-0.059, 1.384, 1.278], [-3.620, 0.701, -0.730], [-1.523, -0.041, -0.145], [5.337, -0.419, 1.089], [5.497, 0.866, 0.530], [4.154, -0.745, 1.751], [4.477, 1.794, 0.552], [-2.937, -1.431, -1.512], [3.208, 0.240, 1.882], [3.316, 1.456, 1.250], [-3.868, -0.418, -1.538], [-1.788, -1.294, -0.746], [2.203, 2.230, 1.395], [-2.331, -2.634, -3.489], [-5.158, -0.545, -2.328], [-0.762, -2.413, -0.689], [0.750, 2.675, 3.274], [1.111, 1.691, 2.168], [0.514, -0.576, 0.539], [-0.849, 2.184, 1.295], [-4.393, 1.446, -0.622], [6.121, -1.177, 1.047], [6.436, 1.023, -0.022], [3.985, -1.689, 2.226], [4.501, 2.713, -0.030], [2.125, 3.112, 0.883], [-1.773, -3.565, -3.490], [-2.956, -2.556, -4.403], [-1.599, -1.819, -3.520], [-5.583, -1.545, -2.335], [-4.954, -0.250, -3.349], [-5.955, 0.116, -1.882], [-1.146, -3.313, -1.137], [-0.530, -2.629, 0.342], [0.139, -2.083, -1.228], [0.424, 3.628, 2.842], [-0.043, 2.261, 3.865], [1.596, 2.848, 3.934]]}

2) {"formula": "C18H20N2OS", "method": "ωB97M-V with the def2-TZVPD basis set", "smiles": "COc1c(C)cnc(/C=C/[C@]2(C)Nc3ccccc3S2)c1C", "gap_ev": 7.659, "lumo_energy_ev": 0.37, "multiplicity": 1, "symbols": ["N", "O", "S", "C", "C", "C", "C", "C", "C", "C", "C", "C", "C", "C", "C", "C", "N", "C", "C", "C", "C", "C", "H", "H", "H", "H", "H", "H", "H", "H", "H", "H", "H", "H", "H", "H", "H", "H", "H", "H", "H", "H"], "coordinates": [[-0.835, -1.560, 0.784], [1.204, -4.851, -0.829], [0.754, 3.205, -1.299], [0.891, 0.001, 0.181], [0.072, 1.098, 0.358], [-1.324, -2.772, 0.834], [0.367, -1.365, 0.216], [-2.559, 5.620, -1.762], [-3.026, 5.560, -0.438], [-1.383, 4.938, -2.081], [-2.363, 4.824, 0.545], [0.586, -3.747, -0.264], [-0.719, 4.152, -1.119], [-1.237, 4.115, 0.183], [-0.658, -3.916, 0.334], [1.100, -2.435, -0.374], [-0.501, 3.308, 1.025], [2.032, -5.524, 0.101], [-1.295, -5.292, 0.474], [2.420, -2.159, -1.085], [1.843, 2.797, 1.245], [0.582, 2.544, 0.424], [1.962, 0.178, 0.105], [-0.997, 0.955, 0.379], [-2.294, -2.960, 1.316], [-3.094, 6.192, -2.521], [-3.961, 6.146, -0.236], [-1.001, 4.996, -3.110], [-2.706, 4.780, 1.580], [-0.936, 2.983, 1.872], [1.948, -5.051, 1.104], [1.729, -6.584, 0.181], [3.088, -5.453, -0.137], [-0.718, -5.952, 1.141], [-2.290, -5.131, 0.853], [-1.379, -5.815, -0.503], [2.335, -1.225, -1.609], [3.286, -2.177, -0.396], [2.606, -2.943, -1.837], [2.711, 2.362, 0.760], [2.016, 3.865, 1.364], [1.744, 2.293, 2.242]]}

Which one sits at the top of the stability order? 2) does.

1) {"formula": "C3H4N2O3", "method": "ωB97M-V with the def2-TZVPD basis set", "gap_ev": 9.106, "lumo_energy_ev": -1.47, "multiplicity": 1, "symbols": ["C", "C", "C", "H", "H", "H", "H", "N", "N", "O", "O", "O"], "coordinates": [[0.730, -0.148, -1.035], [-2.073, -0.153, 0.904], [2.126, 0.451, -0.631], [-0.991, -0.474, -1.945], [0.048, 0.421, 0.866], [-3.195, -0.160, 0.289], [3.291, 0.221, -1.591], [0.100, -0.170, -2.104], [0.181, -0.675, 0.159], [-1.396, -0.335, -0.218], [-1.593, -0.239, 2.265], [2.262, 1.200, 0.524]]}

2) {"formula": "C3H4N2O3", "method": "ωB97M-V with the def2-TZVPD basis set", "smiles": "Nc1cc(=O)on1O", "gap_ev": 9.220, "lumo_energy_ev": 0.32, "multiplicity": 1, "symbols": ["C", "C", "C", "H", "H", "H", "H", "N", "N", "O", "O", "O"], "coordinates": [[0.175, 0.468, -0.259], [1.312, -0.356, 0.184], [0.987, -1.740, -0.141], [0.598, 2.432, 0.021], [-1.149, 2.162, -0.398], [2.144, 0.284, 0.590], [-2.536, -0.153, 0.651], [-0.050, 1.822, -0.391], [-0.967, -0.347, -0.301], [1.536, -2.750, -0.221], [-0.525, -1.715, -0.657], [-1.525, -0.106, 0.924]]}

Which one sits at the top of the stability order? 2) does.

1) {"formula": "C3H4N2O3", "method": "ωB97M-V with the def2-TZVPD basis set", "gap_ev": 10.344, "lumo_energy_ev": 0.59, "multiplicity": 1, "symbols": ["C", "C", "C", "N", "N", "O", "O", "O", "H", "H", "H", "H"], "coordinates": [[-1.040, -0.630, 0.192], [0.123, 1.430, -0.712], [1.518, -0.669, 0.591], [-1.834, 0.367, -0.434], [0.253, -0.219, 0.101], [-1.555, -1.661, 0.533], [1.071, 2.105, -0.806], [-1.108, 1.444, -1.020], [2.202, 0.153, 0.278], [1.554, -0.784, 1.676], [1.616, -1.766, 0.445], [-2.799, 0.230, -0.845]]}

2) {"formula": "C3H4N2O3", "method": "ωB97M-V with the def2-TZVPD basis set", "gap_ev": 8.512, "lumo_energy_ev": -1.04, "multiplicity": 1, "symbols": ["C", "C", "C", "H", "H", "H", "H", "N", "N", "O", "O", "O"], "coordinates": [[-0.347, -0.635, -1.947], [0.150, 0.818, -0.318], [0.170, 0.377, 2.114], [2.181, -1.580, -0.839], [-0.609, -1.891, -2.206], [-0.117, 1.436, -1.331], [1.255, 0.156, 2.532], [0.796, -0.069, -0.962], [-0.252, 1.057, 0.966], [1.089, -1.162, -0.114], [-1.170, 0.174, -2.419], [-0.713, -0.062, 2.873]]}

Which one sits at the top of the stability order? 1) does.

1) {"formula": "C3H6NOS", "method": "ωB97M-V with the def2-TZVPD basis set", "total_charge": -1, "smiles": "N[C@@H](C=O)C[S-]", "gap_ev": 6.864, "lumo_energy_ev": 4.10, "multiplicity": 1, "symbols": ["O", "C", "C", "C", "S", "N", "H", "H", "H", "H", "H", "H"], "coordinates": [[-2.080, 1.334, 1.000], [-0.990, 1.085, 0.563], [-0.364, -0.268, 0.244], [0.232, -0.217, -1.184], [1.817, 0.687, -1.296], [0.614, -0.616, 1.274], [-0.259, 1.872, 0.273], [-1.126, -1.055, 0.286], [0.373, -1.252, -1.516], [-0.523, 0.226, -1.847], [0.797, -1.610, 1.191], [1.509, -0.185, 1.013]]}

2) {"formula": "C3H6NOS", "method": "ωB97M-V with the def2-TZVPD basis set", "total_charge": -1, "smiles": "NC(=O)CC[S-]", "gap_ev": 6.913, "lumo_energy_ev": 4.15, "multiplicity": 1, "symbols": ["C", "C", "S", "C", "N", "O", "H", "H", "H", "H", "H", "H"], "coordinates": [[-0.479, 0.300, 0.704], [1.009, -0.015, 1.007], [1.673, -1.604, 0.331], [-1.080, 0.074, -0.661], [-0.191, -0.029, -1.674], [-2.287, 0.102, -0.850], [-0.624, 1.369, 0.917], [-1.006, -0.255, 1.468], [1.108, -0.043, 2.089], [1.708, 0.755, 0.663], [-0.585, -0.332, -2.546], [0.753, -0.323, -1.446]]}

Which one sits at the top of the stability order? 2) does.

1) {"formula": "C5H6O2S", "method": "ωB97M-V with the def2-TZVPD basis set", "smiles": "C=C1C[C@@H](O)C(=S)O1", "gap_ev": 8.872, "lumo_energy_ev": -0.20, "multiplicity": 1, "symbols": ["C", "C", "C", "C", "C", "H", "H", "H", "H", "H", "H", "O", "O", "S"], "coordinates": [[1.231, 0.246, -0.188], [0.075, -0.711, -0.672], [-1.179, -0.279, 0.074], [-2.111, -1.309, 0.482], [0.307, 1.343, 0.468], [2.424, 1.656, -0.405], [1.730, -0.242, 0.774], [-0.117, -0.575, -1.754], [0.267, -1.744, -0.642], [-2.662, -1.011, 1.279], [-2.145, -2.152, -0.274], [2.128, 1.074, -1.048], [-0.926, 0.988, 0.674], [0.979, 2.715, 1.233]]}

2) {"formula": "C5H6O2S", "method": "ωB97M-V with the def2-TZVPD basis set", "smiles": "CC1=CS(=O)(=O)C=C1", "gap_ev": 8.007, "lumo_energy_ev": -1.03, "multiplicity": 1, "symbols": ["C", "C", "C", "C", "C", "O", "O", "S", "H", "H", "H", "H", "H", "H"], "coordinates": [[0.804, -0.942, -0.563], [0.689, -2.251, -0.546], [-1.184, -1.137, 0.909], [-0.145, -0.160, 0.201], [-0.217, 1.319, 0.247], [-0.113, -3.545, 1.583], [-1.734, -3.432, -0.159], [-0.681, -2.776, 0.524], [1.586, -0.651, -1.270], [1.286, -2.944, -1.132], [-2.091, -0.702, 1.366], [-0.313, 1.757, -0.914], [0.810, 1.828, 0.556], [-1.074, 1.548, 0.727]]}

Which one sits at the top of the stability order? 1) does.

1) {"formula": "C5H6O2S", "method": "ωB97M-V with the def2-TZVPD basis set", "smiles": "O=C1CC=CS[C@H]1O", "gap_ev": 9.059, "lumo_energy_ev": 0.46, "multiplicity": 1, "symbols": ["C", "C", "C", "C", "C", "O", "O", "S", "H", "H", "H", "H", "H", "H"], "coordinates": [[-1.223, 1.041, 0.374], [-0.212, 1.857, 0.234], [1.295, -0.330, -0.425], [-1.254, -0.410, 0.030], [0.062, -1.218, -0.071], [2.443, -0.930, 0.130], [0.392, -2.327, 0.237], [1.488, 1.614, -0.032], [-2.198, 1.496, 0.520], [-0.477, 2.939, 0.293], [1.367, -0.454, -1.496], [-2.046, -1.033, 0.493], [-1.871, -0.509, -0.933], [2.234, -1.735, 0.648]]}

2) {"formula": "C5H6O2S", "method": "ωB97M-V with the def2-TZVPD basis set", "smiles": "CC(=O)[C@H]1CC(=O)S1", "gap_ev": 9.779, "lumo_energy_ev": 0.32, "multiplicity": 1, "symbols": ["C", "C", "C", "C", "C", "H", "H", "H", "H", "H", "H", "O", "O", "S"], "coordinates": [[-2.071, -0.972, 1.468], [-1.129, -1.249, 0.308], [0.212, -0.430, 0.583], [1.455, -0.639, -0.470], [1.486, 0.992, -0.644], [-2.875, -1.727, 1.453], [-2.384, 0.143, 1.420], [-1.627, -1.011, 2.525], [0.337, -0.572, 1.623], [2.395, -0.964, -0.135], [1.131, -1.079, -1.438], [-1.327, -1.932, -0.668], [2.247, 1.684, -1.232], [-0.253, 1.312, 0.142]]}

Which one sits at the top of the stability order? 2) does.